This record from the Open Molecules 2025 dataset describes a molecular structure, C10H24OP2PdS2. The level of theory is ωB97M-V with the def2-TZVPD basis set.

The geometry in ORCA input format:
```
! RIJCOSX wB97M-V def2-TZVPD def2/J DEFGRID3
* xyz -2 1
Pd -0.38 0.76 0.06
C -1.77 -3.08 0.12
P -1.67 -1.20 0.00
C -2.68 -1.14 -1.56
C -3.05 -0.89 1.21
C -3.57 0.55 1.09
P -2.15 1.75 0.96
C -1.88 2.10 2.76
C -3.17 3.27 0.62
H -2.77 -3.47 -0.11
H -1.49 -3.40 1.13
H -1.04 -3.52 -0.57
H -3.68 -1.57 -1.43
H -2.15 -1.70 -2.33
H -2.75 -0.10 -1.89
H -2.64 -1.05 2.21
H -3.86 -1.62 1.07
H -4.24 0.81 1.92
H -4.15 0.65 0.16
H -2.81 2.22 3.31
H -1.28 3.01 2.84
H -1.28 1.29 3.18
H -3.93 3.45 1.39
H -3.66 3.16 -0.35
H -2.49 4.11 0.56
C 4.15 2.19 1.08
C 2.86 1.72 0.44
S 1.69 1.07 1.59
C 2.67 1.84 -0.90
C 3.73 2.47 -1.78
S 1.22 1.39 -1.81
H 4.11 2.01 2.15
H 4.31 3.27 0.93
H 5.03 1.68 0.68
H 4.72 2.49 -1.32
H 3.46 3.50 -2.02
H 3.80 1.93 -2.72
O 0.26 4.12 -0.01
H 0.70 3.62 0.70
H 0.28 3.43 -0.70
*
```

Properties
* LUMO: 5.40 eV
* energy: -2077.65353 Eh

***

This record from the Open Molecules 2025 dataset describes 15 unconnected molecules or ions with the total composition C65H105N5O10 in a non-equilibrium geometry. The level of theory is ωB97M-V with the def2-TZVPD basis set.

The geometry in ORCA input format:
```
! RIJCOSX wB97M-V def2-TZVPD def2/J DEFGRID3
* xyz 1 2
C -0.13 -0.45 0.46
C -0.49 -1.44 -0.56
C -0.31 -0.70 -1.85
O 0.02 0.63 -1.51
C 0.63 0.65 -0.24
H 0.47 -0.87 1.27
H -1.05 -0.04 0.87
H -1.50 -1.77 -0.31
H 0.15 -2.32 -0.53
H -1.26 -0.67 -2.38
H 0.39 -1.04 -2.61
H 0.41 1.59 0.26
H 1.70 0.49 -0.33
C 1.94 -1.97 -7.06
C 2.23 -2.91 -5.96
C 1.26 -2.46 -4.85
O 1.27 -1.00 -5.02
C 1.66 -0.65 -6.34
H 1.04 -2.29 -7.60
H 2.74 -1.79 -7.78
H 3.25 -2.68 -5.64
H 2.07 -3.93 -6.32
H 1.56 -2.76 -3.85
H 0.27 -2.83 -5.10
H 2.56 -0.05 -6.28
H 0.83 -0.11 -6.81
C 4.43 -1.34 -2.80
C 5.19 -0.08 -3.11
C 5.15 0.66 -1.80
O 3.80 0.44 -1.43
C 3.23 -0.75 -2.05
H 5.06 -1.99 -2.20
H 4.21 -1.92 -3.69
H 4.70 0.52 -3.89
H 6.18 -0.27 -3.52
H 5.38 1.71 -1.95
H 5.87 0.22 -1.11
H 2.40 -0.57 -2.73
H 2.94 -1.48 -1.30
C 1.49 5.56 0.21
C 0.32 5.02 1.08
C 0.57 5.47 2.46
O 1.27 6.74 2.21
C 1.72 6.92 0.83
H 1.13 5.61 -0.82
H 2.42 5.00 0.25
H 0.21 3.94 1.03
H -0.65 5.39 0.76
H 1.23 4.81 3.02
H -0.34 5.66 3.03
H 2.80 7.09 0.84
H 1.28 7.76 0.30
C -2.49 3.10 5.19
C -3.06 2.59 3.86
C -1.77 2.15 3.14
O -0.73 2.80 3.88
C -1.01 2.68 5.24
H -3.11 2.69 5.99
H -2.59 4.18 5.27
H -3.46 3.37 3.20
H -3.84 1.84 3.96
H -1.77 2.36 2.07
H -1.62 1.08 3.25
H -0.41 3.30 5.90
H -0.83 1.66 5.57
C -3.15 1.57 -0.65
C -3.63 2.92 -0.19
C -4.46 3.41 -1.38
O -4.29 2.55 -2.47
C -4.02 1.26 -1.92
H -3.25 0.77 0.08
H -2.08 1.54 -0.82
H -2.84 3.64 0.05
H -4.21 2.88 0.74
H -4.30 4.47 -1.58
H -5.51 3.47 -1.08
H -3.42 0.63 -2.58
H -4.98 0.82 -1.67
C 3.37 -4.00 2.53
C 3.35 -3.12 1.31
C 3.87 -1.75 1.81
O 3.28 -1.71 3.07
C 3.10 -3.00 3.62
H 4.38 -4.34 2.76
H 2.70 -4.86 2.55
H 2.32 -3.06 0.95
H 3.90 -3.52 0.46
H 3.47 -0.96 1.16
H 4.95 -1.65 1.78
H 2.08 -3.19 3.95
H 3.76 -3.17 4.46
C -2.02 -4.49 2.14
C -2.03 -5.93 2.15
C -0.61 -6.27 1.61
O 0.25 -5.23 2.05
C -0.61 -4.17 2.47
H -2.74 -4.07 2.84
H -2.34 -4.07 1.19
H -2.82 -6.34 1.52
H -2.17 -6.31 3.16
H -0.59 -6.36 0.52
H -0.29 -7.20 2.08
H -0.31 -3.19 2.08
H -0.64 -4.15 3.56
C 2.71 1.84 4.38
C 2.12 1.89 2.94
C 3.35 2.26 2.16
O 3.92 3.30 2.94
C 3.41 3.23 4.27
H 3.44 1.07 4.60
H 1.90 1.77 5.11
H 1.35 2.64 2.78
H 1.75 0.95 2.52
H 2.97 2.62 1.20
H 4.08 1.47 2.02
H 2.70 4.04 4.46
H 4.25 3.30 4.95
C -1.32 5.52 -2.29
C -0.88 4.07 -2.26
C -1.47 3.36 -3.53
O -2.58 4.26 -3.89
C -2.20 5.60 -3.54
H -0.56 6.30 -2.32
H -1.91 5.66 -1.39
H -1.05 3.59 -1.29
H 0.20 4.05 -2.42
H -1.82 2.38 -3.20
H -0.78 3.39 -4.37
H -3.03 6.28 -3.38
H -1.60 5.98 -4.37
N -4.41 -2.05 -1.69
C -3.68 -3.11 -2.11
C -4.19 -4.10 -2.95
C -5.52 -3.98 -3.42
C -6.31 -2.92 -2.98
C -5.74 -1.98 -2.10
H -2.65 -3.26 -1.85
H -3.59 -4.92 -3.32
H -5.86 -4.81 -4.02
H -7.36 -2.92 -3.23
H -6.33 -1.21 -1.63
N -0.97 -1.50 4.50
C 0.27 -1.13 4.73
C 0.90 -1.20 5.99
C 0.15 -1.84 7.08
C -1.10 -2.34 6.77
C -1.64 -2.19 5.46
H 0.90 -0.76 3.94
H 1.86 -0.76 6.18
H 0.62 -1.92 8.04
H -1.63 -2.86 7.56
H -2.54 -2.73 5.22
N 0.06 -4.75 -2.02
C 0.20 -5.21 -3.31
C 1.39 -5.82 -3.75
C 2.48 -6.00 -2.89
C 2.35 -5.54 -1.53
C 1.14 -4.89 -1.16
H -0.64 -5.10 -3.98
H 1.46 -6.18 -4.77
H 3.39 -6.49 -3.20
H 3.07 -5.63 -0.73
H 0.97 -4.54 -0.15
N 4.00 4.26 -2.59
C 3.14 3.23 -2.80
C 2.80 2.72 -4.06
C 3.31 3.33 -5.17
C 4.15 4.46 -5.00
C 4.49 4.88 -3.72
H 2.75 2.72 -1.93
H 2.15 1.85 -4.11
H 3.00 2.99 -6.15
H 4.51 4.92 -5.91
H 5.23 5.63 -3.44
N -6.48 -1.32 1.60
C -5.16 -1.04 1.47
C -4.27 -0.94 2.50
C -4.70 -1.18 3.81
C -6.04 -1.52 4.00
C -6.90 -1.52 2.86
H -4.73 -0.85 0.50
H -3.27 -0.63 2.25
H -4.13 -1.10 4.73
H -6.39 -1.69 5.01
H -7.95 -1.74 3.02
*
```

Properties
* LUMO (alpha / beta): -4.48 / -8.66 eV
* energy: -3565.28243 Eh

***

This record from the Open Molecules 2025 dataset describes a single C4H6N2O2 molecule in a non-equilibrium geometry. The level of theory is ωB97M-V with the def2-TZVPD basis set.

The geometry in ORCA input format:
```
! RIJCOSX wB97M-V def2-TZVPD def2/J DEFGRID3
* xyz 0 1
C -2.70 2.09 -0.89
N -1.74 1.06 -0.80
C -0.67 0.89 -0.35
N 0.50 0.58 -0.15
C 1.29 -0.24 0.55
O 2.20 0.04 1.31
O 1.11 -1.51 0.11
C 2.15 -2.40 0.67
H -3.72 1.66 -1.05
H -2.92 2.68 0.06
H -2.48 2.75 -1.69
H 2.55 -1.77 1.57
H 2.79 -2.55 -0.19
H 1.64 -3.27 0.85
*
```

Properties
* LUMO: 0.62 eV
* energy: -415.95533 Eh

***

This record from the Open Molecules 2025 dataset describes 8 unconnected molecules or ions with the total composition C24H68N4O12 in a non-equilibrium geometry. The level of theory is ωB97M-V with the def2-TZVPD basis set.

The geometry in ORCA input format:
```
! RIJCOSX wB97M-V def2-TZVPD def2/J DEFGRID3
* xyz 0 1
C 2.73 0.95 -2.24
O 4.11 0.69 -2.32
C 4.89 1.41 -1.40
C 6.30 1.63 -1.94
C 7.03 0.31 -2.18
N 7.02 2.45 -0.95
H 2.44 0.77 -1.20
H 2.12 0.32 -2.87
H 2.50 1.98 -2.52
H 4.43 2.38 -1.17
H 4.93 0.83 -0.47
H 6.20 2.12 -2.92
H 6.49 -0.40 -2.82
H 7.18 -0.25 -1.25
H 8.01 0.44 -2.65
H 8.01 2.28 -1.07
H 6.75 2.09 -0.04
C 4.19 3.53 2.62
O 2.83 3.16 2.57
C 2.66 1.75 2.49
C 1.19 1.40 2.67
C 0.56 1.97 3.90
N 1.01 -0.06 2.57
H 4.57 3.42 3.63
H 4.22 4.60 2.39
H 4.81 3.05 1.86
H 2.99 1.41 1.51
H 3.21 1.27 3.31
H 0.68 1.84 1.80
H 1.10 1.81 4.84
H -0.43 1.56 4.12
H 0.53 3.06 3.80
H 1.18 -0.32 1.59
H 0.00 -0.18 2.60
C -0.47 3.10 -2.16
O -1.18 2.47 -3.21
C -0.39 2.17 -4.32
C -1.25 1.51 -5.40
C -0.42 1.13 -6.61
N -2.37 2.40 -5.73
H -1.14 3.72 -1.57
H 0.40 3.63 -2.55
H -0.07 2.36 -1.45
H 0.17 3.03 -4.71
H 0.37 1.43 -4.02
H -1.68 0.65 -4.89
H 0.45 0.53 -6.33
H -0.06 2.05 -7.06
H -1.01 0.55 -7.32
H -2.07 3.27 -6.16
H -2.87 1.98 -6.51
C 0.02 -6.62 -3.73
O -0.05 -5.34 -3.17
C -0.05 -5.36 -1.75
C 0.53 -4.01 -1.32
C 2.01 -3.87 -1.59
N 0.27 -3.65 0.10
H 0.87 -7.25 -3.43
H 0.14 -6.54 -4.81
H -0.87 -7.24 -3.54
H -1.06 -5.57 -1.37
H 0.61 -6.15 -1.37
H 0.02 -3.27 -1.94
H 2.30 -4.02 -2.63
H 2.62 -4.58 -1.02
H 2.34 -2.88 -1.27
H -0.69 -3.98 0.24
H 0.83 -4.29 0.66
O 0.25 -0.80 -0.16
C -1.12 -0.65 -0.48
C -2.11 -0.84 0.65
O -2.09 0.24 1.58
H 0.44 -1.76 -0.09
H -1.31 0.29 -0.99
H -1.38 -1.42 -1.21
H -1.99 -1.77 1.22
H -3.11 -0.93 0.19
H -2.66 -0.04 2.32
O -2.56 5.79 0.86
C -1.61 4.85 1.40
C -2.37 3.65 1.95
O -2.74 2.78 0.89
H -2.11 6.27 0.17
H -0.98 4.57 0.56
H -0.93 5.30 2.13
H -3.30 3.89 2.49
H -1.68 3.13 2.63
H -2.56 1.85 1.14
O -4.11 -5.28 5.54
C -3.34 -4.88 4.41
C -3.55 -3.43 4.01
O -3.12 -2.56 5.05
H -5.03 -5.14 5.25
H -2.29 -5.07 4.63
H -3.60 -5.49 3.53
H -4.59 -3.24 3.70
H -3.00 -3.21 3.09
H -3.28 -2.96 5.91
O -3.54 -0.07 3.93
C -4.88 0.44 3.93
C -5.43 0.56 2.52
O -5.98 -0.69 2.10
H -3.52 -0.92 4.40
H -5.47 -0.22 4.56
H -4.87 1.47 4.29
H -4.63 0.81 1.82
H -6.16 1.38 2.52
H -6.42 -0.59 1.25
*
```

Properties
* LUMO: 0.14 eV
* energy: -2076.95984 Eh

***

This record from the Open Molecules 2025 dataset describes a molecular structure, C30H25As3F18HgN5O10 in a non-equilibrium geometry. The level of theory is ωB97M-V with the def2-TZVPD basis set.

The geometry in ORCA input format:
```
! RIJCOSX wB97M-V def2-TZVPD def2/J DEFGRID3
* xyz -1 1
Hg 0.41 0.24 0.01
As -1.71 4.83 -1.68
F -1.74 4.22 -3.36
F -0.72 3.42 -1.07
F -1.67 5.34 0.02
F -2.72 6.22 -2.11
F -3.19 3.86 -1.28
F -0.19 5.76 -1.99
As 4.89 2.49 -1.93
F 6.43 3.25 -2.44
F 4.15 4.14 -1.90
F 3.32 1.85 -1.32
F 5.46 0.79 -1.95
F 5.53 2.63 -0.25
F 4.14 2.38 -3.58
As -0.67 -4.80 0.46
F 0.19 -5.06 1.96
F -2.28 -5.07 1.27
F -1.63 -4.38 -0.98
F 0.88 -4.47 -0.38
F -0.47 -6.53 0.01
F -0.84 -2.95 0.79
C 1.06 -1.99 -8.58
C 1.04 -0.79 -7.94
C 1.24 -0.78 -6.51
C 1.71 -1.95 -5.94
C 1.97 -3.11 -6.68
C 1.64 -3.10 -7.98
N 2.11 -1.95 -4.49
O 1.38 -1.39 -3.64
O 3.08 -2.58 -4.21
H 0.78 -2.05 -9.63
H 0.71 0.15 -8.36
H 0.94 0.06 -5.90
H 2.38 -4.03 -6.30
H 1.83 -3.99 -8.56
C 7.84 -4.87 2.09
C 7.68 -4.27 3.28
C 6.70 -3.26 3.41
C 5.87 -2.91 2.34
C 6.01 -3.57 1.15
C 6.98 -4.57 0.98
N 4.88 -1.79 2.45
O 3.92 -1.74 1.69
O 5.04 -0.96 3.31
H 8.58 -5.64 1.94
H 8.31 -4.49 4.13
H 6.35 -2.86 4.35
H 5.29 -3.40 0.36
H 7.14 -5.09 0.05
C -8.28 -0.72 -2.80
C -7.63 -0.27 -1.67
C -6.27 -0.14 -1.67
C -5.52 -0.46 -2.85
C -6.24 -0.79 -3.97
C -7.55 -0.94 -3.97
N -4.08 -0.43 -2.85
O -3.47 -0.63 -3.89
O -3.44 -0.31 -1.84
H -9.35 -0.76 -2.65
H -8.21 0.03 -0.81
H -5.68 0.20 -0.83
H -5.69 -1.04 -4.86
H -8.04 -1.22 -4.89
C 3.25 5.09 7.33
C 3.32 6.03 6.32
C 2.87 5.69 5.08
C 2.44 4.40 4.74
C 2.44 3.46 5.75
C 2.78 3.78 7.07
N 2.17 4.10 3.33
O 1.85 2.96 3.09
O 2.38 4.91 2.47
H 3.68 5.33 8.29
H 3.65 7.04 6.53
H 2.84 6.46 4.32
H 2.12 2.47 5.46
H 2.71 3.07 7.88
C -7.35 -0.79 3.58
C -7.26 0.61 3.59
C -6.04 1.25 3.41
C -4.90 0.51 3.24
C -4.95 -0.90 3.13
C -6.18 -1.54 3.33
N -3.57 1.19 3.13
O -3.42 2.25 3.77
O -2.71 0.71 2.42
H -8.33 -1.24 3.58
H -8.12 1.25 3.75
H -5.97 2.31 3.59
H -4.09 -1.50 2.88
H -6.22 -2.62 3.34
*
```

Properties
* LUMO: -6.41 eV
* energy: -10842.30841 Eh

***

This record from the Open Molecules 2025 dataset describes 12 unconnected molecules or ions with the total composition C4H33NO12 in a non-equilibrium geometry. The level of theory is ωB97M-V with the def2-TZVPD basis set.

The geometry in ORCA input format:
```
! RIJCOSX wB97M-V def2-TZVPD def2/J DEFGRID3
* xyz 0 1
C -2.35 1.73 -0.87
C -2.25 0.42 -0.09
C -1.28 -0.43 -1.00
N -0.77 -1.56 -0.27
C 0.60 -1.92 -0.24
O 0.94 -2.35 1.09
H -2.82 2.49 -0.27
H -2.87 1.55 -1.83
H -1.35 2.20 -0.99
H -3.14 -0.13 0.04
H -1.83 0.67 0.89
H -1.63 -0.73 -1.97
H -0.45 0.26 -1.35
H -1.43 -2.29 -0.27
H 0.66 -2.90 -0.79
H 1.38 -1.21 -0.53
H 0.40 -2.00 1.78
O 3.48 0.60 -0.93
H 3.45 0.65 -1.87
H 3.44 -0.29 -0.60
O -3.49 2.39 1.79
H -2.66 2.07 2.17
H -4.19 1.75 1.67
O 3.88 -2.50 -0.01
H 3.78 -1.95 0.80
H 3.00 -2.87 -0.10
O -0.63 1.86 -4.17
H -0.67 2.39 -3.37
H 0.28 1.66 -4.41
O 0.55 -0.36 4.07
H 0.90 0.29 4.76
H 1.17 -1.06 4.38
O -0.35 -1.63 -4.16
H -1.24 -1.63 -4.55
H -0.40 -0.73 -3.85
O 1.74 -0.15 -3.34
H 1.75 -0.98 -2.86
H 1.82 -0.43 -4.27
O 3.29 0.88 2.90
H 3.32 0.41 2.05
H 2.66 1.63 2.92
O -3.06 -1.89 2.01
H -2.32 -2.07 1.36
H -2.95 -1.01 2.40
O -2.06 0.16 3.46
H -1.31 -0.05 2.90
H -1.68 0.02 4.34
O 2.15 2.98 0.75
H 2.08 3.80 0.28
H 2.44 2.31 0.14
*
```

Properties
* LUMO: 0.03 eV
* energy: -1129.75056 Eh

***

Which value of energy does entry 2 give?
-3565.28243 Eh

***

Among the records above, which one has the lowest energy?
C30H25As3F18HgN5O10

***

Among the records above, which one has the highest energy?
C4H6N2O2

***

Look up the energy of the fifth one.
-10842.30841 Eh